--- P ---
This record from the OMol25 dataset describes one molecule with the formula C3H3NOS2. The level of theory is wB97M-V/def2-TZVPD.

Calculated values
- Lowest unoccupied orbital energy: -1.481 eV
- Frontier orbital gap: 0.2964 hartree
- SMILES: O=CN(C=S)C=S

Structure (ORCA input):
```
! RIJCOSX wB97M-V def2-TZVPD def2/J DEFGRID3
* xyz 0 1
O -0.449 -0.784 2.211
C -0.684 0.129 1.213
N -0.013 -0.099 -0.047
C 1.272 -0.826 -0.027
S 2.247 -1.027 -1.308
C -0.584 0.612 -1.148
S -2.204 1.010 -1.211
H -1.358 1.140 1.247
H 1.508 -1.182 0.933
H 0.265 1.027 -1.864
*
```

---

--- Q ---
This record from the OMol25 dataset describes one molecule with the formula C3H3NOS2. The level of theory is wB97M-V/def2-TZVPD.

Calculated values
- Lowest unoccupied orbital energy: -0.382 eV
- Frontier orbital gap: 0.2821 hartree
- SMILES: S=c1ccn(S)o1

Structure (ORCA input):
```
! RIJCOSX wB97M-V def2-TZVPD def2/J DEFGRID3
* xyz 0 1
S -1.090 2.828 0.853
C -0.566 1.435 0.027
C -0.189 0.854 -1.118
C 0.321 -0.388 -0.907
N 0.348 -0.688 0.399
S 1.153 -1.874 1.472
O -0.098 0.489 1.007
H -0.416 1.156 -2.068
H 0.394 -1.242 -1.650
H 0.143 -2.570 1.985
*
```

---

Which of the structures shown above is the most stable? The most stable is P.